Model w:
A cluster of 2 separate species, C5H11NO2 in total, computed with ωB97M-V/def2-TZVPD.

Last columns: bonded neighbours and bond lengths (Å).
Geometry (Å):
1 C -0.051 0.085 2.544  N2 1.367, O4 1.207, H5 1.106
2 N 0.697 0.451 1.460  C1 1.367, C3 1.447, H6 1.010
3 C 2.126 0.601 1.627  N2 1.447, H7 1.084, H8 1.084, H9 1.090
4 O 0.334 0.076 3.688  C1 1.207
5 H -1.096 -0.144 2.264  C1 1.106
6 H 0.334 0.085 0.592  N2 1.010
7 H 2.293 1.171 2.534  C3 1.084
8 H 2.529 1.136 0.774  C3 1.084
9 H 2.630 -0.362 1.709  C3 1.090
10 C -1.632 0.169 -1.460  O11 1.426, C12 1.493, H14 1.096, H15 1.098
11 O -2.835 -0.531 -1.766  C10 1.426, H16 0.962
12 C -0.513 -0.818 -1.529  C10 1.493, C13 1.320, H17 1.086
13 C 0.564 -0.647 -2.273  C12 1.320, H18 1.081, H19 1.082
14 H -1.705 0.619 -0.464  C10 1.096
15 H -1.462 0.987 -2.171  C10 1.098
16 H -3.582 -0.035 -1.417  O11 0.962
17 H -0.641 -1.698 -0.904  C12 1.086
18 H 1.343 -1.393 -2.329  C13 1.081
19 H 0.666 0.245 -2.878  C13 1.082

## Properties
Gap between HOMO and LUMO: 10.45 eV
SMILES: C=CCO.CNC=O
LUMO energy: 0.02326 Ha
HOMO level: -9.81 eV

Here are the natural (NBO) charges for atoms 1 to 5, given in e:
1 C 0.527
2 N -0.623
3 C -0.424
4 O -0.602
5 H 0.100

Model x:
A cluster of 2 separate species, C5H11NO2 in total, computed with ωB97M-V/def2-TZVPD.

Last columns: bonded neighbours and bond lengths (Å).
Geometry (Å):
1 C 0.884 0.974 1.428  C5 1.495, H9 1.078, H10 1.097, H11 1.089
2 C -1.194 0.826 -0.194  C5 1.563, H12 1.166, H13 1.064, H14 1.163
3 C -0.687 -0.874 1.675  C5 1.361, H15 0.999, H16 1.098
4 C 0.734 -1.800 -1.941  N6 1.281, H17 1.178, H18 1.149
5 C -0.356 0.259 0.997  C1 1.495, C2 1.563, C3 1.361
6 N 1.044 -0.653 -2.419  C4 1.281, O7 1.235, O8 1.411
7 O 0.440 0.425 -2.402  N6 1.235
8 O 2.227 -0.717 -3.185  N6 1.411, H19 0.920
9 H 1.590 0.283 0.998  C1 1.078
10 H 0.956 1.882 0.816  C1 1.097
11 H 1.151 1.135 2.471  C1 1.089
12 H -0.652 1.716 -0.719  C2 1.166
13 H -2.085 1.179 0.270  C2 1.064
14 H -1.504 -0.024 -0.925  C2 1.163
15 H -0.227 -1.155 2.515  C3 0.999
16 H -1.498 -1.503 1.282  C3 1.098
17 H 1.360 -2.696 -2.380  C4 1.178
18 H -0.047 -1.913 -1.105  C4 1.149
19 H 2.255 0.117 -3.574  O8 0.920

## Properties
Gap between HOMO and LUMO: 9.61 eV
SMILES: C=[N+]([O-])O.C=C(C)C
LUMO energy: 0.02900 Ha
HOMO level: -8.82 eV

Here are the natural (NBO) charges for atoms 1 to 5, given in e:
1 C -0.669
2 C -0.645
3 C -0.459
4 C -0.256
5 C 0.062

Model y:
The molecule C5H11NO2, computed with ωB97M-V/def2-TZVPD.

Last columns: bonded neighbours and bond lengths (Å).
Geometry (Å):
1 C 1.144 -0.397 0.069  C2 1.509, C6 1.476, O7 1.390, O8 1.402
2 C 2.391 0.379 -0.276  C1 1.509, H11 1.084, H12 1.084, H13 1.088
3 C -2.454 -0.725 0.396  N5 1.455, H14 1.088, H15 1.097, H16 1.090
4 C -0.466 1.584 -0.409  C6 1.509, H17 1.080, H18 1.088, H19 1.095
5 N -1.239 -0.750 -0.405  C3 1.455, C6 1.401, H10 1.020
6 C -0.227 0.144 -0.032  C1 1.476, C4 1.509, N5 1.401, O8 1.499
7 O 1.257 -1.775 -0.072  C1 1.390, H9 0.989
8 O 0.486 -0.086 1.267  C1 1.402, C6 1.499
9 H 1.760 -2.018 0.744  O7 0.989
10 H -0.851 -1.692 -0.448  N5 1.020
11 H 2.645 0.203 -1.316  C2 1.084
12 H 2.246 1.439 -0.102  C2 1.084
13 H 3.213 0.042 0.353  C2 1.088
14 H -3.127 -1.491 0.016  C3 1.088
15 H -2.263 -0.905 1.461  C3 1.097
16 H -2.937 0.246 0.289  C3 1.090
17 H 0.103 2.236 0.237  C4 1.080
18 H -1.525 1.819 -0.327  C4 1.088
19 H -0.155 1.747 -1.446  C4 1.095

## Properties
Gap between HOMO and LUMO: 9.97 eV
SMILES: CN[C@@]1(C)O[C@@]1(C)O
LUMO energy: 0.03225 Ha
HOMO level: -9.09 eV

Here are the natural (NBO) charges for atoms 1 to 5, given in e:
1 C 0.461
2 C -0.652
3 C -0.412
4 C -0.640
5 N -0.625

In terms of stability, model y leads; the second structure lies 0.128 eV higher.